1.
C24H82O17S7 | wB97M-V/def2-TZVPD

Cartesian coordinates (Å):
C 4.968 3.749 -3.608
S 4.059 2.853 -2.260
O 3.782 1.507 -2.899
C 5.611 2.513 -1.346
H 5.516 3.101 -4.292
H 5.582 4.479 -3.080
H 4.184 4.268 -4.160
H 6.052 3.494 -1.171
H 6.262 1.798 -1.851
H 5.351 2.228 -0.327
C 0.786 4.191 0.646
S -0.615 5.208 1.271
O -0.620 6.583 0.592
C -2.026 4.195 0.634
H 1.676 4.814 0.734
H 0.681 3.855 -0.386
H 1.007 3.310 1.250
H -2.908 4.802 0.838
H -2.159 3.210 1.083
H -1.922 4.108 -0.447
C -0.772 -6.166 4.280
S 0.333 -4.749 3.744
O -0.260 -4.242 2.414
C -0.126 -3.520 5.054
H -1.829 -5.918 4.189
H -0.478 -6.418 5.299
H -0.680 -7.063 3.668
H -1.192 -3.307 4.968
H 0.440 -2.600 4.910
H 0.122 -3.859 6.060
C -2.402 -3.583 -0.031
S -4.198 -3.509 0.402
O -4.666 -4.993 0.460
C -3.804 -3.101 2.163
H -1.954 -4.372 0.574
H -1.833 -2.692 0.233
H -2.185 -3.780 -1.081
H -4.414 -3.820 2.709
H -4.181 -2.182 2.611
H -2.782 -3.188 2.533
C -0.876 2.813 -5.036
S -1.333 3.590 -3.455
O -1.876 4.901 -3.948
C -2.754 2.491 -3.155
H -0.006 3.388 -5.353
H -1.678 3.007 -5.748
H -0.737 1.740 -4.902
H -2.419 1.456 -3.229
H -3.528 2.614 -3.913
H -3.240 2.695 -2.201
C 1.100 3.222 8.778
S 1.999 3.139 7.109
O 3.522 3.179 7.176
C 1.525 1.427 6.556
H 1.162 4.193 9.270
H 1.456 2.501 9.514
H 0.067 3.020 8.495
H 2.170 1.228 5.700
H 0.455 1.328 6.372
H 1.650 0.631 7.289
C 4.854 -1.117 -0.425
S 5.735 -1.098 -2.009
O 6.792 -2.172 -1.858
C 4.427 -1.800 -3.145
H 5.547 -0.944 0.398
H 4.383 -2.080 -0.226
H 4.033 -0.404 -0.502
H 3.673 -2.441 -2.689
H 4.943 -2.549 -3.746
H 4.164 -0.976 -3.807
C -5.921 0.695 -2.643
O -6.496 0.387 -1.412
H -6.221 1.641 -3.094
H -4.855 0.753 -2.424
H -6.072 -0.099 -3.373
H -7.454 0.434 -1.444
C 2.269 -1.701 2.250
O 2.277 -0.314 1.890
H 3.074 -2.214 1.724
H 2.316 -1.978 3.303
H 1.399 -2.285 1.952
H 3.025 0.120 2.307
C -1.515 -0.244 3.831
O -1.388 -0.039 5.240
H -1.391 -1.308 3.630
H -2.530 0.011 3.528
H -0.752 0.252 3.231
H -2.127 -0.471 5.676
C -2.870 -2.217 -3.267
O -1.836 -1.356 -2.913
H -2.590 -3.270 -3.234
H -3.687 -2.118 -2.553
H -3.407 -2.044 -4.199
H -1.055 -1.517 -3.447
C -3.569 0.285 0.727
O -4.997 0.058 0.858
H -3.329 0.786 -0.211
H -3.188 0.798 1.610
H -3.046 -0.666 0.630
H -5.507 0.055 0.044
C 3.987 2.519 2.091
O 4.332 1.193 2.607
H 3.395 2.429 1.180
H 3.415 3.071 2.836
H 4.868 3.039 1.714
H 5.206 1.313 2.986
C 1.471 -0.630 -4.393
O 0.424 -1.543 -4.615
H 1.659 -0.517 -3.326
H 2.393 -0.876 -4.921
H 1.000 0.268 -4.792
H 0.250 -1.685 -5.548
C -3.968 0.241 -5.893
O -3.646 -0.617 -6.904
H -4.835 -0.213 -5.412
H -3.197 0.476 -5.160
H -4.203 1.165 -6.422
H -2.693 -0.565 -7.004
C 0.073 0.074 -0.431
O -0.116 0.916 0.684
H -0.378 0.523 -1.316
H 1.149 0.026 -0.597
H -0.300 -0.939 -0.282
H 0.538 0.779 1.374
C 1.136 -3.134 -1.565
O 1.806 -4.192 -2.280
H 0.161 -3.079 -2.051
H 0.944 -3.469 -0.546
H 1.666 -2.191 -1.698
H 1.291 -5.000 -2.225

Calculated values
- Frontier orbital gap: 0.3169 hartree
- Energy above the lowest of the compared OMol25 structures with the same formula, charge and spin: 38.2 kcal/mol
- Largest force on an atom: 3.446 eV/Å
- Charge: 0
- Energy: -136859.312 eV

=====

2.
C24H9Cl80I2P | wB97M-V/def2-TZVPD

Cartesian coordinates (Å):
C 5.660 -3.595 -5.221
P 3.963 -2.834 -5.563
C 2.262 -1.970 -5.938
I 2.383 -0.265 -7.190
C 1.125 -2.413 -5.447
C 1.078 -3.627 -4.566
I -0.737 -1.485 -5.841
H 6.067 -4.063 -6.111
H 5.627 -4.289 -4.388
H 6.333 -2.778 -4.974
H 3.709 -2.709 -4.181
H 3.496 -4.015 -6.187
H 4.585 -1.766 -6.270
H 1.856 -3.606 -3.819
H 1.155 -4.511 -5.191
H 0.110 -3.678 -4.084
C -3.234 -3.583 -2.935
Cl -2.669 -4.618 -4.244
Cl -3.827 -2.059 -3.594
Cl -4.540 -4.396 -2.057
Cl -1.895 -3.269 -1.825
C 9.712 -2.399 -5.529
Cl 8.980 -1.630 -4.115
Cl 8.692 -2.111 -6.942
Cl 11.314 -1.723 -5.828
Cl 9.846 -4.137 -5.242
C -0.027 1.271 -2.436
Cl -1.220 -0.027 -2.291
Cl 1.470 0.609 -3.103
Cl -0.651 2.517 -3.518
Cl 0.287 1.976 -0.846
C -7.051 -6.401 1.309
Cl -8.543 -7.045 0.619
Cl -6.111 -5.593 0.045
Cl -7.431 -5.249 2.592
Cl -6.095 -7.724 1.981
C -0.305 -8.206 -4.246
Cl -1.106 -9.698 -3.754
Cl -0.891 -7.718 -5.841
Cl -0.664 -6.929 -3.085
Cl 1.441 -8.466 -4.318
C 0.094 5.265 1.771
Cl -0.598 5.908 3.260
Cl -1.038 5.528 0.440
Cl 1.615 6.088 1.422
Cl 0.387 3.534 1.958
C 5.688 2.545 -7.265
Cl 4.971 3.296 -5.836
Cl 4.646 2.826 -8.663
Cl 7.281 3.248 -7.565
Cl 5.842 0.810 -6.999
C 2.946 4.479 -12.154
Cl 1.879 5.737 -11.526
Cl 4.616 4.852 -11.720
Cl 2.488 2.919 -11.459
Cl 2.798 4.403 -13.911
C -1.292 -0.193 2.730
Cl -2.385 1.022 3.422
Cl 0.384 0.236 3.111
Cl -1.657 -1.790 3.393
Cl -1.510 -0.226 0.984
C -0.453 -0.637 7.592
Cl -0.898 0.237 6.127
Cl -1.839 -1.564 8.173
Cl 0.873 -1.734 7.214
Cl 0.033 0.530 8.840
C -7.092 0.008 -2.056
Cl -7.724 0.701 -0.560
Cl -8.250 0.263 -3.364
Cl -5.563 0.799 -2.467
Cl -6.824 -1.722 -1.833
C 3.870 -1.645 10.556
Cl 3.636 -3.396 10.645
Cl 2.330 -0.871 10.184
Cl 4.490 -1.051 12.102
Cl 5.018 -1.278 9.269
C -2.502 9.951 3.425
Cl -2.064 8.617 2.356
Cl -1.255 11.199 3.352
Cl -4.051 10.634 2.926
Cl -2.629 9.344 5.080
C 4.365 -3.079 5.408
Cl 4.869 -4.529 4.533
Cl 5.617 -1.839 5.265
Cl 2.856 -2.473 4.720
Cl 4.129 -3.468 7.113
C 12.110 -0.703 -1.212
Cl 10.728 0.282 -0.719
Cl 12.859 -1.422 0.217
Cl 11.558 -1.975 -2.301
Cl 13.289 0.314 -2.046
C -7.935 11.802 3.928
Cl -9.308 12.630 4.667
Cl -6.943 11.067 5.189
Cl -8.522 10.545 2.835
Cl -6.968 12.967 3.016
C -5.847 -3.397 6.039
Cl -6.421 -2.776 7.590
Cl -7.083 -3.150 4.801
Cl -4.377 -2.543 5.569
Cl -5.505 -5.122 6.176
C -9.071 4.774 -3.498
Cl -10.543 4.112 -4.217
Cl -8.110 5.566 -4.751
Cl -9.502 5.953 -2.255
Cl -8.135 3.465 -2.775
C -2.410 -7.735 7.147
Cl -4.077 -7.840 7.724
Cl -1.385 -8.798 8.113
Cl -2.346 -8.232 5.453
Cl -1.839 -6.071 7.292
C -1.378 7.367 8.381
Cl -3.106 7.298 8.736
Cl -0.501 6.322 9.500
Cl -1.100 6.826 6.724
Cl -0.809 9.030 8.554

Calculated values
- Frontier orbital gap: 0.3138 hartree
- Largest force on an atom: 0.921 eV/Å
- Charge: 0
- Energy: -1052308.536 eV

=====

3.
C25H100O25 | wB97M-V/def2-TZVPD

Cartesian coordinates (Å):
C -3.067 -2.088 4.041
O -2.069 -2.587 4.906
H -2.926 -1.040 3.773
H -3.117 -2.638 3.102
H -4.061 -2.204 4.473
H -2.046 -2.066 5.711
C -4.804 -0.945 -2.706
O -3.752 -0.200 -2.136
H -4.990 -0.792 -3.769
H -4.522 -1.996 -2.636
H -5.709 -0.787 -2.120
H -2.984 -0.449 -2.655
C 3.152 6.011 -2.059
O 1.828 5.540 -1.994
H 3.658 5.538 -2.900
H 3.206 7.099 -2.092
H 3.606 5.718 -1.112
H 1.878 4.581 -1.995
C 5.376 -2.695 -3.374
O 5.386 -1.657 -2.492
H 4.791 -3.554 -3.046
H 5.002 -2.362 -4.342
H 6.410 -3.018 -3.496
H 6.140 -1.141 -2.786
C -0.131 4.592 2.021
O -0.307 5.397 3.175
H -0.933 3.868 1.877
H -0.133 5.246 1.148
H 0.852 4.124 2.078
H 0.197 4.967 3.870
C 1.183 -4.555 -1.846
O 1.570 -4.001 -0.666
H 0.433 -5.308 -1.605
H 0.728 -3.907 -2.595
H 2.028 -5.031 -2.343
H 1.982 -3.168 -0.910
C 5.973 1.529 2.570
O 7.161 1.138 1.963
H 5.445 0.655 2.950
H 5.989 2.196 3.432
H 5.348 1.997 1.810
H 7.091 0.271 1.559
C -0.971 0.247 -4.888
O -1.320 -0.448 -3.752
H -0.762 1.299 -4.695
H -0.253 -0.262 -5.531
H -1.909 0.212 -5.442
H -1.518 -1.358 -3.987
C -6.113 2.226 -2.168
O -4.745 2.596 -2.121
H -6.408 1.841 -1.191
H -6.638 3.168 -2.327
H -6.367 1.550 -2.984
H -4.263 1.770 -2.036
C 3.090 2.436 -1.453
O 1.848 2.837 -2.009
H 3.083 2.861 -0.449
H 3.185 1.354 -1.543
H 3.926 2.887 -1.988
H 1.938 2.743 -2.960
C -1.315 3.539 -2.257
O -0.520 3.444 -1.105
H -1.239 4.493 -2.779
H -0.928 2.742 -2.891
H -2.370 3.385 -2.029
H 0.371 3.180 -1.347
C -3.501 1.564 5.169
O -4.774 1.076 4.676
H -3.620 1.506 6.251
H -2.649 0.962 4.851
H -3.314 2.631 5.049
H -4.725 1.160 3.721
C 1.596 3.109 5.276
O 1.030 4.382 5.483
H 1.332 2.355 6.017
H 1.295 2.784 4.280
H 2.675 3.260 5.296
H 1.196 4.507 6.420
C -1.455 -5.254 1.531
O -2.528 -5.722 0.726
H -1.341 -4.177 1.404
H -1.651 -5.443 2.586
H -0.523 -5.801 1.387
H -3.264 -5.118 0.851
C -3.950 1.389 1.156
O -4.843 0.588 1.908
H -4.266 2.431 1.117
H -2.977 1.289 1.636
H -3.800 1.005 0.146
H -5.626 0.487 1.362
C -2.272 -3.746 -2.328
O -2.216 -3.094 -3.607
H -3.240 -3.592 -1.851
H -2.253 -4.816 -2.534
H -1.487 -3.428 -1.642
H -2.736 -3.716 -4.121
C 0.101 0.290 -0.247
O 0.523 -1.061 0.072
H -0.342 0.328 -1.242
H -0.682 0.576 0.454
H 0.908 1.018 -0.166
H 1.360 -1.251 -0.358
C 3.906 -4.695 3.871
O 2.707 -5.381 3.533
H 3.782 -3.680 4.250
H 4.409 -5.269 4.650
H 4.534 -4.668 2.981
H 2.119 -4.791 3.054
C -4.769 -2.585 0.865
O -4.742 -3.997 0.837
H -3.821 -2.128 0.585
H -5.585 -2.314 0.195
H -5.064 -2.307 1.877
H -5.623 -4.319 1.040
C 0.659 -2.558 2.864
O 1.313 -3.524 2.110
H -0.410 -2.619 2.657
H 0.629 -2.808 3.924
H 0.988 -1.524 2.763
H 1.014 -3.450 1.201
C 3.566 4.977 2.057
O 4.982 5.088 1.868
H 3.387 3.915 2.224
H 3.223 5.542 2.924
H 2.981 5.336 1.211
H 5.194 6.005 1.677
C -3.553 5.280 -0.106
O -4.777 4.698 -0.379
H -2.822 4.532 0.199
H -3.113 5.894 -0.892
H -3.664 5.927 0.765
H -4.583 4.038 -1.048
C 0.159 -3.389 -5.683
O 1.327 -3.855 -6.347
H 0.439 -2.622 -4.961
H -0.504 -2.897 -6.395
H -0.311 -4.232 -5.176
H 1.476 -4.787 -6.168
C 4.659 -2.400 1.129
O 5.455 -1.440 0.460
H 3.594 -2.166 1.141
H 4.894 -3.339 0.628
H 4.946 -2.478 2.178
H 5.181 -1.439 -0.460
C 1.914 -1.029 -3.108
O 2.624 -1.586 -2.041
H 0.855 -1.146 -2.877
H 2.180 0.006 -3.323
H 2.070 -1.511 -4.073
H 3.534 -1.800 -2.262

Calculated values
- Frontier orbital gap: 0.3322 hartree
- Energy above the lowest of the compared OMol25 structures with the same formula, charge and spin: 47.8 kcal/mol
- Largest force on an atom: 2.768 eV/Å
- Charge: 0
- Energy: -78722.820 eV

=====

4.
C25H12F5N7OReS2Se2 | wB97M-V/def2-TZVPD

Cartesian coordinates (Å):
Re -1.255 -0.508 -0.884
Se 3.184 3.607 -5.675
N 3.442 2.085 -4.782
C 2.359 1.868 -4.090
C 2.176 0.703 -3.216
C 3.148 -0.279 -3.032
C 2.873 -1.337 -2.193
C 1.642 -1.393 -1.550
N 0.711 -0.462 -1.724
C 0.968 0.570 -2.548
C -0.107 1.556 -2.701
N -1.254 1.299 -2.035
C -2.263 2.165 -2.115
C -2.173 3.326 -2.875
C -1.016 3.585 -3.574
C 0.045 2.683 -3.492
C 1.308 2.852 -4.220
N 1.546 3.856 -5.016
H 4.094 -0.193 -3.550
H 3.597 -2.121 -2.022
H 1.376 -2.201 -0.884
H -3.157 1.882 -1.570
H -3.018 3.999 -2.912
H -0.908 4.469 -4.190
F -2.736 3.735 4.371
C -2.905 2.833 3.404
C -1.864 2.501 2.563
F -0.668 3.081 2.703
C -2.085 1.567 1.572
F -1.015 1.281 0.759
C -3.283 0.918 1.349
S -3.519 -0.257 0.074
C -4.311 1.286 2.219
F -5.517 0.732 2.089
C -4.133 2.216 3.224
F -5.146 2.533 4.029
S -0.564 -3.047 3.085
C -0.746 -2.283 1.670
N -0.875 -1.731 0.643
N 2.901 -3.040 3.966
C 3.726 -2.009 3.682
O 4.912 -1.986 3.958
C 3.074 -0.850 2.981
C 3.262 0.440 3.450
C 2.667 1.485 2.767
C 1.923 1.197 1.632
N 1.734 -0.038 1.166
C 2.304 -1.033 1.843
H 3.288 -3.848 4.421
H 1.922 -3.026 3.710
H 3.870 0.610 4.331
H 2.769 2.508 3.105
H 1.450 2.000 1.077
H 2.131 -2.038 1.468
Se -2.015 -1.909 -2.492

Calculated values
- Frontier orbital gap (alpha / beta): 0.2073 / 0.1978 hartree
- Energy above the lowest of the compared OMol25 structures with the same formula, charge and spin: 4.1 kcal/mol
- Largest force on an atom: 1.501 eV/Å
- Charge: 0
- Multiplicity: 2
- Energy: -206679.880 eV